Below is 28 unconnected molecules or ions with the total composition C32H33Cl81NO in a non-equilibrium geometry, with properties calculated with wB97M-V/def2-TZVPD.

The geometry in XYZ format:
```
148
Properties=species:S:1:pos:R:3:forces:R:3:lowdin_charge:R:1
Cl 17.257787 -0.201447 1.964158 -0.02 0.05 -0.01 0.5214
Cl -7.215074 3.419942 6.036184 -0.03 0.01 -0.04 0.4809
Cl 2.884140 -1.081475 -4.465288 0.01 0.04 -0.05 0.5346
Cl -18.674956 0.292986 1.528156 -0.02 0.00 -0.05 0.5367
Cl 5.823416 3.195994 3.065088 -0.06 0.05 0.00 0.5604
Cl 6.720536 -11.889920 4.324525 0.09 0.01 -0.01 0.5473
Cl 4.547590 3.409600 -0.715234 0.00 -0.03 0.00 0.5638
Cl 17.642622 6.008337 6.067972 0.01 -0.04 -0.02 0.5233
Cl -4.631129 -4.369630 -13.023269 -0.02 0.01 -0.01 0.5438
Cl 0.690565 -7.465084 4.240545 -0.02 -0.02 -0.03 0.5315
Cl 8.741249 -14.202001 1.843966 -0.02 0.03 0.04 0.5192
Cl 1.887181 3.345225 0.423265 -0.09 -0.11 -0.27 0.5322
Cl -15.883505 2.179802 -1.580263 -0.21 -0.03 0.12 0.5181
Cl 0.457283 -3.025223 -9.270233 -0.05 -0.03 -0.03 0.5142
Cl 18.263351 -2.020399 3.989046 0.01 0.00 0.04 0.5299
Cl -1.009656 4.935044 8.114853 0.06 -0.03 -0.04 0.5150
Cl 16.119704 8.450084 5.698370 -0.02 0.02 -0.02 0.5260
Cl -16.280925 -0.778353 2.769852 0.03 -0.02 -0.02 0.5292
Cl 3.556257 -7.538198 4.681435 0.06 -0.01 0.01 0.5320
Cl 3.502281 5.736698 0.664289 -0.03 0.02 0.02 0.5492
Cl 0.500104 -6.473009 -15.246139 0.00 0.03 0.03 0.5019
Cl 3.511595 2.576392 4.707136 0.03 -0.04 0.04 0.5166
Cl -0.345190 -6.486598 -9.082592 0.00 -0.04 0.08 0.5191
Cl -1.739886 -4.180877 -13.102386 0.06 0.13 -0.20 0.5453
Cl 15.354137 6.559830 7.765058 -0.03 -0.01 0.02 0.5148
Cl 4.637881 -1.942760 1.379400 0.08 -0.40 -0.11 0.5065
Cl 1.637312 4.893536 6.888672 -0.03 -0.07 0.01 0.5094
Cl -0.577143 6.566268 3.373094 -0.08 -0.05 0.01 0.5762
Cl -10.886481 4.296938 7.241703 -0.23 0.06 -0.11 0.5465
Cl 10.915287 -1.869823 7.435735 0.01 0.01 0.04 0.5355
Cl 6.399647 -14.856065 0.257952 -0.03 -0.01 0.01 0.5264
Cl -4.639081 -2.420848 -5.602005 -0.05 0.00 -0.01 0.5381
Cl 0.740953 7.234278 8.320206 -0.02 0.10 0.00 0.5400
Cl 11.785877 -2.677664 4.790012 0.05 0.00 -0.03 0.5299
Cl 10.228048 2.913849 3.490933 -0.04 -0.07 0.04 0.5352
Cl 6.473239 -1.917274 -10.332236 0.03 0.00 0.02 0.5189
Cl 3.239026 -4.402274 0.727269 -0.04 -0.05 0.01 0.5393
Cl -2.005498 -2.365103 -6.812002 -0.34 -0.28 0.02 0.5072
Cl 15.101091 3.898857 3.500488 0.01 0.01 -0.03 0.5504
Cl -2.374917 0.880387 8.574426 0.01 -0.01 0.01 0.5536
Cl 5.267638 -11.232457 6.748179 0.01 0.04 0.00 0.5348
Cl 2.148323 -5.004439 4.720187 0.02 0.06 -0.02 0.5218
Cl 14.324316 1.306187 4.544897 0.02 -0.09 -0.01 0.5330
Cl -0.000046 -1.319075 -4.365885 0.15 0.00 0.06 0.5145
Cl -15.542382 0.487869 -3.911585 -0.01 0.00 -0.03 0.5451
Cl 7.729923 -12.302876 -0.105131 0.00 0.04 0.01 0.5208
Cl -1.880636 3.979519 2.986606 -0.11 0.01 0.26 0.5891
Cl 2.783726 -1.553224 -8.382111 0.06 0.05 0.06 0.5289
Cl -2.962032 -0.070258 -5.311822 -0.15 0.10 -0.07 0.5012
Cl -11.793934 1.661814 8.064965 0.00 -0.04 -0.04 0.5362
Cl 9.623856 4.066433 0.896944 -0.03 -0.03 -0.03 0.5395
Cl -9.850680 9.553021 0.196726 0.05 0.01 0.02 0.5788
Cl 1.457360 -0.448451 -2.011258 -0.20 0.25 -0.01 0.5103
Cl 9.727533 5.761418 3.247697 -0.02 0.01 0.03 0.5442
Cl 0.952108 4.102794 3.478158 -0.10 0.07 0.24 0.5189
Cl -16.540558 2.081278 2.347203 0.02 0.07 0.00 0.5165
Cl -14.216481 5.338859 -1.354234 -0.01 0.03 0.02 0.5125
Cl 4.827631 -1.431694 -12.671853 0.00 0.01 -0.03 0.5248
Cl -12.475776 5.840144 -3.624391 -0.04 0.03 -0.04 0.5213
Cl 1.113465 -7.052513 -11.528905 0.03 0.04 -0.01 0.5331
Cl 10.845931 0.028630 5.244328 -0.07 0.05 0.00 0.4917
Cl -6.481212 3.792032 8.819126 0.04 0.06 0.05 0.5712
Cl -12.764008 3.150959 -2.585983 0.16 -0.03 -0.05 0.4996
Cl -12.562135 4.000639 9.591582 -0.02 0.04 0.04 0.5543
Cl 4.392352 0.702206 2.667104 -0.13 0.41 0.08 0.5132
Cl -7.945583 1.417224 8.014607 -0.09 0.04 0.02 0.5290
Cl -7.964404 7.345783 0.323813 -0.06 0.94 -0.15 0.5929
Cl 4.268656 -3.696540 -10.948992 -0.03 -0.10 -0.03 0.5072
Cl -4.761585 0.350213 7.001462 0.03 -0.13 -0.04 0.5100
Cl -3.155007 -3.600633 -10.642770 0.03 0.04 0.04 0.5157
Cl -3.328593 2.837738 6.659593 -0.06 0.05 -0.03 0.4740
Cl -14.833883 -0.509310 -1.280554 -0.02 -0.02 0.04 0.5459
Cl 0.148055 -0.353844 -8.189225 0.18 0.27 -0.09 0.5038
Cl -10.731781 6.843755 -0.327943 -0.09 -0.08 -0.06 0.5325
Cl -1.692150 -8.377634 -15.240794 -0.02 0.01 0.04 0.5185
Cl 13.410463 3.731354 5.847782 -0.04 0.03 0.04 0.5387
Cl 3.829115 -12.105476 4.385069 -0.03 0.02 -0.04 0.5286
Cl 15.983897 -2.778880 2.362384 -0.05 -0.01 0.01 0.5223
Cl 0.803545 -9.039147 -16.558587 0.04 -0.03 0.01 0.5332
Cl -1.778897 -7.269643 -11.474559 -0.05 -0.08 -0.03 0.5223
Cl 3.948527 -2.530822 -1.369792 0.19 -0.16 -0.01 0.5145
O -3.656772 3.269540 0.485557 1.22 0.32 -0.13 0.0874
N -7.469194 3.370333 1.151846 -3.39 0.00 0.63 0.1485
C 13.829357 2.984632 4.310638 0.13 0.07 0.05 -1.5478
C -5.639476 4.441961 0.497254 2.86 2.62 -1.51 0.0422
C 9.326399 4.162173 2.630041 0.15 0.10 -0.06 -1.5551
C -0.390680 4.936076 2.739327 0.23 0.04 -0.08 -1.5072
C -0.381924 -6.410814 -10.842495 0.00 -0.15 0.08 -1.5884
C 3.462359 -2.703442 0.308198 0.08 0.00 -0.02 -1.5439
C -5.564185 2.229654 1.138513 3.87 -2.65 0.04 0.0370
C -9.418522 7.999298 -0.480613 -0.23 0.04 0.14 -1.5094
C -16.935147 0.480699 1.723895 -0.06 -0.02 0.12 -1.5816
C 4.249856 2.397130 3.112530 0.14 -0.10 0.14 -1.5447
C -3.418262 -1.409010 -6.369839 0.08 -0.08 0.11 -1.5262
C 7.301111 -13.564943 1.049710 0.06 -0.07 -0.09 -1.5764
C -13.575756 4.689445 -2.864437 0.11 0.01 0.08 -1.5591
C -6.901757 4.458829 0.744414 -3.60 2.52 -0.04 -0.0722
C 11.694280 -1.349727 5.944246 -0.07 -0.06 -0.02 -1.5653
C 1.399217 -0.427438 -3.777429 0.08 -0.22 0.03 -1.5207
C 5.525646 -2.662590 -11.620791 -0.09 0.09 0.07 -1.5572
C 1.074033 -1.852840 -8.108308 0.08 0.04 -0.07 -1.5765
C 5.228691 -11.220095 4.987830 -0.04 -0.12 0.05 -1.5584
C -6.813413 2.266340 1.341790 -4.53 -1.84 1.30 -0.0372
C -3.218028 -3.520450 -12.408390 -0.01 -0.16 0.09 -1.5274
C 0.239693 5.881594 7.309767 0.10 0.07 0.18 -1.5594
C 16.832285 -1.442419 3.139007 0.08 -0.05 -0.08 -1.5737
C -7.687753 3.129226 7.721968 0.01 -0.04 0.04 -1.5521
C 16.046431 6.748317 6.154424 0.04 0.02 0.04 -1.5753
C 3.112216 4.356952 -0.359878 0.18 0.00 0.06 -1.5220
C -15.933557 0.526901 -2.196559 0.12 0.06 -0.12 -1.5348
C -12.204814 3.369218 7.994764 0.10 -0.02 0.11 -1.5325
C -3.794431 1.580577 7.809988 0.12 -0.09 -0.12 -1.5655
C 2.214705 -6.612943 4.006932 -0.05 -0.03 0.10 -1.5654
C 0.059508 -8.182063 -15.211105 -0.07 0.04 -0.11 -1.5638
C -4.964177 3.326181 0.699386 3.41 -0.41 -0.39 -0.3105
H 12.952460 2.992061 3.680746 -0.05 -0.01 -0.06 -0.0453
H -4.405176 2.031804 8.576384 -0.06 0.08 0.05 -0.0398
H -3.293046 -2.482948 -12.697657 0.00 0.07 0.00 0.0123
H 5.145190 -10.195060 4.658284 0.00 0.06 -0.04 -0.0215
H 12.701277 -1.037227 6.179978 0.06 0.04 0.02 -0.0044
H -0.468316 -5.373909 -11.131213 0.01 0.07 -0.04 -0.0728
H -8.458410 3.372082 1.336413 -0.31 0.08 0.04 0.1974
H -14.405824 4.518790 -3.535003 -0.05 -0.03 -0.04 0.0126
H -16.937943 0.148403 -2.069874 -0.06 -0.03 0.02 0.0169
H -7.474944 5.368948 0.614294 -0.29 -0.73 0.13 0.0077
H 1.304204 0.599305 -4.098413 0.00 0.07 -0.01 0.0155
H -16.473829 0.380343 0.753457 0.07 0.00 -0.05 -0.0726
H -5.017397 1.349559 1.316043 0.69 -0.93 0.10 0.1560
H 2.703803 4.724808 -1.289522 -0.06 0.02 -0.05 0.0135
H -7.339340 1.414840 1.667202 -0.85 -0.74 0.40 0.1578
H -9.192947 8.134622 -1.528400 0.11 -0.07 -0.05 0.0203
H 6.187425 -3.275975 -12.213715 0.05 -0.03 -0.04 0.0099
H 16.166839 -1.000163 3.865288 -0.04 0.03 0.05 -0.0281
H -13.083381 3.483489 7.376533 -0.01 0.04 -0.07 0.0124
H -0.211407 5.005761 1.674896 -0.07 -0.02 -0.07 -0.0068
H 15.402100 6.238025 5.452204 -0.04 -0.04 -0.03 -0.0380
H -0.182688 6.280514 6.399309 0.00 0.01 -0.09 -0.0256
H 2.515507 -2.198121 0.438568 -0.06 0.01 0.02 0.0007
H 2.381046 -6.504079 2.945433 0.02 0.01 -0.07 -0.0157
H 6.666704 -13.126611 1.805831 -0.04 0.02 0.05 -0.0466
H -3.222191 3.458209 1.337702 0.62 -0.01 -0.26 0.0089
H 0.956691 -2.266660 -7.115188 -0.01 0.00 0.06 -0.0285
H 8.275430 3.987086 2.800757 -0.02 -0.01 0.02 -0.0701
H -5.136991 5.297255 0.141795 0.49 0.91 -0.32 0.1512
H -3.841484 -0.994329 -7.272827 -0.01 0.03 -0.07 0.0162
H -8.620543 3.650553 7.896134 0.11 -0.07 -0.01 -0.0806
H 0.431989 -8.608057 -14.290512 0.01 0.01 0.08 -0.0067
H 3.607974 2.879346 2.390401 -0.03 0.07 -0.04 -0.0756
```
Positions in Å, forces in eV/Å.

The calculation puts the LUMO energy at -3.70 eV. Its total charge is +1. Its gap between HOMO and LUMO is 8.0 eV. As for the HOMO energy: -11.675 eV. The calculation puts the max |F| at 5.06 eV/Å.